# 1
Below is the molecule C4H9NOS, with properties calculated with wB97M-V/def2-TZVPD.

Properties
* 2S+1: 1
* E_HOMO: -8.1643 eV
* E_LUMO: 0.69 eV
* net charge: 0
* energy relative to the best compared isomer or geometry (same formula, charge and spin): 130.8 kcal per mole
* SMILES: C=C[S@@](N)(=O)=CC

Last column: natural (NBO) charge in e.
Geometry (Å):
C  2.196188  0.884373  0.995763  -0.3407
C  1.259228  0.800966  0.135662  -0.4429
C  -0.868764  -0.984338  0.997220  -0.6822
C  -2.113711  -0.216202  0.684114  -0.6472
N  0.514091  -1.031902  -1.759826  -1.0750
O  1.659627  -1.711828  0.533189  -0.9387
S  0.588745  -0.879152  0.043008  1.8304
H  2.375564  1.839843  1.341493  0.2073
H  2.478223  -0.009346  1.550601  0.2423
H  0.912492  1.669952  -0.487668  0.2431
H  -2.887155  -0.733996  0.148767  0.2050
H  -1.794799  0.761802  0.284948  0.2134
H  -2.613705  0.027736  1.660722  0.2187
H  -0.211154  -1.710928  -1.835577  0.3706
H  1.338393  -1.251249  -2.377925  0.4006
H  -1.044801  -2.016547  0.885719  0.1954

Cartesian forces, eV/Å:
0.8 -1.1 2.3
-2.8 -0.2 -2.9
1.9 0.3 -1.8
0.3 1.7 1.6
0.5 0.5 1.1
-0.1 -0.9 0.1
-0.5 1.4 -1.3
1.5 1.9 0.5
0.3 0.4 0.0
-0.1 -1.3 0.8
-0.1 -0.1 -0.9
-0.8 -0.3 -0.3
0.5 -0.1 -0.6
-0.5 -0.7 -0.7
-0.9 0.2 1.5
0.0 -1.8 0.5

---

# 2
Below is a 2-piece molecular cluster, C5H13NO overall, with properties calculated with wB97M-V/def2-TZVPD.

Properties
* 2S+1: 1
* E_HOMO: -7.7161 eV
* E_LUMO: 0.90 eV
* net charge: 0
* energy relative to the best compared isomer or geometry (same formula, charge and spin): 30.0 kcal per mole
* SMILES: CC/C(C)=C/N.O

Last column: natural (NBO) charge in e.
Geometry (Å):
C  -2.189181  0.777231  0.583903  -0.6016
C  -1.457508  -0.561790  0.593866  -0.4149
C  -0.097190  -0.542175  -0.067121  -0.0813
C  0.913431  -1.257004  0.441232  -0.0171
N  2.280680  -1.135292  0.139555  -0.8287
C  -0.037364  -0.028406  -1.485087  -0.6428
H  -3.147594  0.695467  1.099158  0.2119
H  -1.579505  1.476128  1.170785  0.1984
H  -2.261370  1.216221  -0.408104  0.2055
H  -1.312856  -0.875358  1.628594  0.2028
H  -2.064491  -1.368977  0.152655  0.1926
H  0.698823  -2.020009  1.189717  0.1834
H  2.532741  -1.050531  -0.839720  0.3782
H  2.836387  -1.843614  0.601848  0.3723
H  -0.607842  0.887119  -1.637739  0.2114
H  -0.510254  -0.774791  -2.128365  0.2062
H  0.957810  0.187147  -1.856547  0.2215
H  1.620092  2.843349  0.246828  0.4624
H  1.601461  1.410726  0.670443  0.4788
O  1.823730  1.964562  -0.095904  -0.9391

Cartesian forces, eV/Å:
0.7 0.1 0.6
0.0 -0.9 -0.2
0.0 -0.5 -0.7
-0.1 0.2 0.4
0.1 -0.6 -0.3
-0.2 0.6 0.1
-0.1 0.1 -0.4
-0.1 0.1 -0.1
-0.4 -0.1 0.0
0.0 0.0 0.1
-0.2 0.3 -0.1
0.1 0.6 0.5
-0.1 0.1 0.2
0.0 0.1 -0.3
0.1 0.1 0.1
0.1 -0.1 -0.1
0.2 -0.1 0.1
0.1 0.1 -0.3
0.2 -0.3 -0.4
-0.2 0.3 0.7

---

Number 1: gap between HOMO and LUMO 8.858 eV, maximum force 4.08 eV/Å. Number 2: gap between HOMO and LUMO 8.616 eV, maximum force 0.95 eV/Å.